Entry 1:
Entry from the OMol25 dataset: H2NO4S2 as an isolated structure in a non-equilibrium geometry (ωB97M-V/def2-TZVPD).

* maximum force: 3.498 eV/A
* charge: -1
* orbital gap: 7.07 eV

```
9
Properties=species:S:1:pos:R:3:mulliken_charge:R:1
N 1.003 0.229 -0.365 -0.4601
O -0.518 1.231 1.299 -0.5808
O -0.934 -1.119 0.476 -0.5623
O 0.920 -0.672 1.911 -0.6541
O -1.023 -0.531 -1.801 -0.6434
S -0.079 0.779 -1.640 0.0262
S 0.021 -0.043 0.961 1.1325
H 1.713 0.985 -0.222 0.2707
H -1.104 -0.859 -0.619 0.4714
```

---

Entry 2:
Entry from the OMol25 dataset: an isolated molecule of C3H3F2N in a non-equilibrium geometry (ωB97M-V/def2-TZVPD).

* maximum force: 2.894 eV/A
* SMILES: N#C[C@@H](F)CF
* orbital gap: 13.04 eV

```
9
Properties=species:S:1:pos:R:3:mulliken_charge:R:1
C 0.899 0.121 0.440 -0.3750
C -0.441 -0.547 -0.116 0.3532
C -1.229 0.566 -0.740 0.0749
H 1.525 0.759 -0.311 0.2877
H 0.490 0.787 1.193 0.2881
H -1.023 -0.855 0.778 0.2391
N -1.760 1.469 -1.203 -0.3271
F 1.715 -0.761 1.110 -0.2610
F -0.176 -1.538 -1.151 -0.2800
```

---

Which of these has the highest maximum force?
H2NO4S2